{"formula": "C5H6O", "method": "ωB97M-V/def2-TZVPD", "charge": 0, "total_energy_ha": -269.242922, "e_lumo_ev": 0.9, "de_lowest_kcal_mol": 64.8, "elements": ["O", "C", "C", "C", "C", "C", "H", "H", "H", "H", "H", "H"], "coordinates": [[1.59, -1.75, -0.39], [0.71, -0.74, -0.30], [0.13, 0.06, -1.21], [-0.27, 1.01, -0.10], [-1.27, 0.39, 0.78], [0.20, -0.05, 0.92], [1.96, -1.62, -1.28], [-0.28, -0.11, -2.20], [0.13, 2.01, -0.01], [-2.00, -0.28, 0.34], [-1.62, 0.99, 1.62], [0.74, 0.12, 1.84]]}

{"formula": "C24H43Cl2F3IrN3O4Si", "method": "ωB97M-V/def2-TZVPD", "multiplicity": 5, "charge": 0, "total_energy_ha": -3019.158675, "e_lumo_ev": [0.6, -0.8], "de_lowest_kcal_mol": 21.5, "s2": 6.05, "elements": ["C", "C", "H", "H", "H", "C", "C", "H", "H", "H", "H", "Ir", "Cl", "C", "O", "N", "C", "C", "H", "H", "H", "H", "H", "H", "H", "H", "H", "C", "C", "N", "H", "C", "O", "H", "H", "H", "H", "H", "H", "C", "C", "N", "H", "C", "O", "H", "H", "H", "H", "O", "C", "C", "C", "H", "C", "H", "C", "H", "C", "C", "H", "H", "H", "Si", "Cl", "C", "C", "C", "H", "H", "H", "H", "H", "H", "H", "H", "H", "F", "C", "F", "F"], "coordinates": [[2.30, -3.18, -3.88], [3.07, -2.13, -3.13], [2.77, -3.53, -4.81], [1.31, -2.75, -4.13], [2.12, -4.06, -3.23], [4.20, -1.53, -3.65], [4.50, -1.61, -5.10], [4.86, -0.94, -3.02], [3.69, -1.21, -5.73], [4.71, -2.63, -5.46], [5.39, -1.01, -5.31], [-1.57, -0.38, 0.21], [-3.53, 0.44, -0.68], [1.07, -0.37, 1.89], [0.48, -0.16, 0.79], [1.66, 0.61, 2.56], [1.77, 1.96, 2.01], [2.34, 0.32, 3.81], [1.16, -1.38, 2.31], [0.80, 2.29, 1.64], [2.52, 2.00, 1.22], [2.09, 2.59, 2.83], [1.82, -0.49, 4.32], [2.32, 1.22, 4.42], [3.39, 0.03, 3.65], [-3.78, 3.10, 3.31], [-5.53, 0.95, 3.90], [-3.60, 2.57, 2.37], [-5.29, 0.80, 2.84], [-3.91, 1.16, 2.59], [-2.58, 2.67, 2.08], [-2.99, 0.23, 2.43], [-1.82, 0.55, 2.02], [-5.44, -0.26, 2.59], [-3.25, -0.82, 2.64], [-4.27, 2.97, 1.61], [-5.95, 1.43, 2.24], [0.04, 0.15, -3.92], [2.60, 1.49, -3.42], [-0.19, 1.22, -3.78], [1.93, 2.30, -3.13], [0.63, 1.78, -2.71], [-1.26, 1.36, -3.57], [0.30, 1.70, -1.41], [-0.85, 1.44, -0.97], [2.37, 2.89, -2.31], [1.16, 1.93, -0.74], [0.09, 1.73, -4.70], [1.78, 2.94, -4.01], [1.72, -1.16, -2.52], [2.57, -1.86, -1.73], [3.77, 0.21, -0.79], [3.41, -1.13, -0.70], [3.38, 0.80, -1.62], [4.61, 0.77, 0.18], [2.11, -2.77, -1.30], [3.88, -1.90, 0.37], [4.87, 1.82, 0.12], [5.10, 0.01, 1.24], [4.72, -1.34, 1.34], [3.57, -2.95, 0.44], [5.77, 0.43, 1.98], [5.07, -1.95, 2.18], [-2.82, -2.19, -2.80], [-0.98, -1.36, -1.73], [-3.42, -0.94, -4.06], [-4.24, -2.49, -1.58], [-2.20, -3.80, -3.44], [-2.77, -0.06, -4.14], [-4.43, -0.58, -3.82], [-3.45, -1.42, -5.04], [-1.55, -3.64, -4.30], [-3.05, -4.42, -3.75], [-1.65, -4.35, -2.66], [-3.91, -2.74, -0.57], [-4.78, -3.37, -1.96], [-4.93, -1.65, -1.53], [-0.23, -2.93, 0.42], [-1.29, -2.25, 1.02], [-2.38, -3.09, 0.84], [-1.03, -2.30, 2.36]]}

{"formula": "C5H9N2S", "method": "ωB97M-V/def2-TZVPD", "charge": 1, "total_energy_ha": -703.346589, "e_lumo_ev": -5.1, "de_lowest_kcal_mol": 16.0, "elements": ["C", "C", "C", "N", "C", "N", "C", "S", "H", "H", "H", "H", "H", "H", "H", "H", "H"], "coordinates": [[-0.63, 1.36, 0.47], [0.26, 0.18, -0.04], [0.40, 0.35, -1.59], [-0.43, -1.06, 0.29], [0.15, -1.60, 1.36], [1.31, -0.98, 1.67], [1.42, 0.19, 0.86], [2.60, 1.32, 0.99], [-1.56, 1.48, 0.02], [-0.18, 2.28, 0.04], [-0.59, 1.32, 1.47], [1.14, 1.18, -1.73], [-0.58, 0.50, -1.96], [0.81, -0.60, -2.01], [-1.43, -1.17, 0.12], [-0.34, -2.40, 1.90], [1.93, -1.05, 2.37]]}

{"formula": "C21H34Cl2FN7O5P2S2", "method": "ωB97M-V/def2-TZVPD", "charge": 0, "total_energy_ha": -4079.249052, "e_lumo_ev": 0.1, "elements": ["C", "C", "N", "C", "C", "Cl", "C", "C", "Cl", "C", "O", "N", "C", "S", "O", "O", "F", "C", "P", "C", "C", "P", "O", "O", "S", "H", "H", "H", "H", "H", "H", "H", "H", "H", "H", "H", "H", "H", "H", "H", "H", "H", "H", "H", "C", "C", "N", "H", "H", "H", "C", "C", "N", "H", "H", "H", "C", "C", "N", "H", "H", "H", "C", "C", "N", "H", "H", "H", "C", "C", "N", "H", "H", "H"], "coordinates": [[4.93, -2.90, 0.68], [3.73, -3.12, -0.34], [2.43, -2.62, 0.16], [2.01, -1.27, -0.34], [2.62, -0.29, 0.69], [1.80, 0.09, 2.25], [3.82, 0.33, 0.56], [4.75, 0.15, -0.65], [4.46, 1.41, 1.84], [2.10, -0.97, -1.88], [2.43, -0.02, -2.49], [1.57, -2.22, -2.43], [0.40, -2.50, -1.58], [-0.95, -2.50, -2.85], [-0.85, -3.82, -3.48], [-0.79, -1.52, -3.91], [-2.44, -2.41, -2.25], [0.40, -1.45, -0.35], [-0.42, 0.08, -1.14], [-2.21, 0.28, -0.68], [0.40, 1.68, -0.70], [-0.51, -2.00, 1.16], [0.39, -2.87, 2.29], [-1.12, -0.72, 2.04], [-2.06, -3.13, 0.75], [5.27, -3.86, 1.14], [5.81, -2.47, 0.13], [4.68, -2.19, 1.49], [4.02, -2.80, -1.36], [3.63, -4.24, -0.40], [2.60, -2.47, 1.16], [4.56, 1.02, -1.34], [4.60, -0.76, -1.25], [5.81, 0.27, -0.32], [2.22, -2.99, -2.54], [0.38, -3.53, -1.15], [-2.76, -0.65, -0.45], [-2.25, 0.92, 0.24], [-2.69, 0.90, -1.48], [-0.40, 2.46, -0.71], [0.86, 1.74, 0.31], [1.17, 2.03, -1.43], [0.34, -3.79, 1.98], [-1.44, -1.10, 2.88], [3.11, 2.89, -5.19], [4.04, 3.30, -4.11], [4.76, 3.62, -3.29], [3.62, 2.92, -6.15], [2.75, 1.88, -5.01], [2.26, 3.57, -5.22], [0.04, -0.59, 5.48], [-1.43, -0.43, 5.39], [-2.56, -0.31, 5.32], [0.35, -1.49, 4.94], [0.53, 0.27, 5.04], [0.34, -0.68, 6.52], [-3.56, 4.22, -0.79], [-2.82, 3.60, -1.91], [-2.24, 3.12, -2.77], [-3.39, 5.29, -0.78], [-4.63, 4.02, -0.90], [-3.22, 3.80, 0.16], [-6.89, -2.97, 0.28], [-5.42, -2.87, 0.29], [-4.27, -2.80, 0.30], [-7.25, -3.00, -0.75], [-7.21, -3.88, 0.79], [-7.32, -2.11, 0.78], [-3.76, 5.20, 3.33], [-3.91, 5.83, 2.00], [-4.03, 6.31, 0.97], [-4.71, 4.79, 3.66], [-3.02, 4.41, 3.29], [-3.43, 5.95, 4.06]]}

{"formula": "C3H3NdO4", "method": "ωB97M-V/def2-TZVPD", "multiplicity": 5, "charge": 1, "total_energy_ha": -978.156021, "e_lumo_ev": [-5.9, -5.8], "de_lowest_kcal_mol": 39.2, "s2": 6.00, "elements": ["O", "C", "O", "C", "O", "C", "O", "Nd", "H", "H", "H"], "coordinates": [[-0.54, 1.11, 1.46], [0.47, 1.52, 0.89], [1.40, 2.24, 0.99], [2.17, -1.90, -2.65], [1.25, -1.32, -1.73], [1.53, -0.11, -1.22], [0.49, 0.21, -0.51], [-1.63, -1.26, 0.06], [2.49, -2.87, -2.25], [1.65, -2.04, -3.61], [3.03, -1.24, -2.77]]}

{"formula": "C4H9N2O2S", "method": "ωB97M-V/def2-TZVPD", "charge": 1, "total_energy_ha": -815.639054, "e_lumo_ev": [-5.7, -5.7], "de_lowest_kcal_mol": 50.6, "elements": ["C", "O", "C", "O", "N", "C", "N", "S", "C", "H", "H", "H", "H", "H", "H", "H", "H", "H"], "coordinates": [[-3.12, -0.28, -0.77], [-1.68, -0.40, -0.80], [-1.07, 0.70, -0.28], [-1.61, 1.62, 0.24], [0.34, 0.57, -0.43], [1.07, 2.14, 0.05], [2.36, 2.26, -0.20], [1.36, -0.68, -0.78], [1.02, -1.99, 0.52], [-3.43, -0.62, 0.30], [-3.41, -1.13, -1.32], [-3.47, 0.79, -0.97], [0.35, 2.89, -0.09], [2.81, 3.13, -0.03], [2.93, 1.38, -0.26], [1.68, -2.79, 0.10], [-0.02, -2.19, 0.33], [1.16, -1.42, 1.45]]}